# C52H105N15O8

A 15-piece molecular cluster, C52H105N15O8 overall at a distorted geometry (ωB97M-V/def2-TZVPD, the Open Molecules 2025 dataset).

HOMO energy (eV): -9.38
Gap between HOMO and LUMO (hartree): 0.358
Largest force on an atom (eV/Å): 3.2
Molar mass (g/mol): 1068.51
Electronic energy (a.u.): -3467.51437

```
180
Properties=species:S:1:pos:R:3:forces:R:3:mulliken_charge:R:1
C 4.585 -0.530 6.697 -1.049 -0.170 -1.545 -1.324
C 4.576 -0.865 5.160 -0.087 0.510 1.142 -0.209
C 3.324 -1.556 4.621 -0.608 1.303 0.580 0.128
C 2.189 -0.569 4.746 -0.908 -0.764 -0.679 0.135
N 1.238 0.087 4.657 1.124 -0.355 0.405 -0.498
H 5.523 -0.053 6.980 -0.244 0.110 0.034 0.397
H 4.485 -1.473 7.202 0.151 -0.447 0.525 0.382
H 3.684 0.051 6.972 0.654 0.071 -0.072 0.290
H 5.446 -1.438 4.977 0.839 -0.997 -0.326 0.579
H 4.722 0.016 4.564 0.051 0.614 -0.099 -0.318
H 3.073 -2.479 5.143 -0.109 0.087 0.023 0.509
H 3.407 -1.757 3.550 0.082 -0.077 0.090 0.019
C -6.837 1.162 -0.443 1.132 0.350 -1.540 -1.482
C -5.316 0.821 -0.412 0.366 1.209 0.842 0.780
C -4.912 -0.311 0.594 0.399 -0.288 1.313 1.022
C -5.734 -1.496 0.264 0.750 0.425 0.267 -0.023
N -6.245 -2.450 -0.114 -0.341 -0.317 -0.036 -0.640
H -7.222 1.604 0.468 0.122 -0.108 0.256 0.317
H -7.390 0.276 -0.716 -0.457 -0.184 0.017 0.412
H -6.963 1.920 -1.270 -0.067 -0.756 0.849 0.384
H -4.830 1.787 -0.193 0.169 -0.434 0.685 0.329
H -4.894 0.680 -1.408 -0.418 -0.837 -0.016 -0.888
H -4.995 -0.036 1.715 -0.449 -0.137 -1.852 0.205
H -3.853 -0.734 0.608 -1.055 1.038 -0.770 -0.440
C -1.232 -0.939 -5.884 -0.586 0.663 -0.483 -1.002
C -0.715 0.426 -5.490 -0.005 1.548 0.674 1.299
C -1.015 1.613 -6.530 -1.153 -1.446 1.431 -0.484
C -2.483 1.677 -6.771 -0.255 0.453 -0.884 0.120
N -3.576 1.725 -7.155 0.997 -0.162 0.824 -0.623
H -1.164 -1.730 -5.162 0.188 -0.033 0.868 -0.170
H -0.618 -1.269 -6.698 -0.084 -0.365 -0.926 0.547
H -2.305 -0.858 -6.156 0.677 -0.142 -0.249 0.290
H 0.364 0.479 -5.328 0.051 -0.400 -0.203 -0.194
H -1.118 0.727 -4.485 0.030 -0.057 -0.863 -0.548
H -0.566 1.484 -7.505 0.310 -0.312 -0.148 0.557
H -0.594 2.517 -6.094 -0.370 0.059 -0.182 0.239
C -0.286 2.816 1.691 0.307 -0.121 -0.169 -0.826
C -1.080 2.365 0.446 -0.608 0.028 0.449 0.238
C -0.262 1.446 -0.512 -1.219 0.628 -0.722 3.848
C 0.465 0.406 0.187 1.719 -1.794 1.557 -0.742
N 1.147 -0.347 0.773 -1.731 1.346 -1.397 -0.467
H 0.224 1.912 2.081 -0.157 0.600 0.095 -0.170
H -0.955 3.180 2.464 -0.228 -0.063 0.152 0.605
H 0.466 3.623 1.547 -0.451 -0.659 -0.319 -0.126
H -1.556 3.222 -0.130 0.809 -1.021 0.577 0.062
H -1.939 1.709 0.799 0.860 0.874 -0.213 -0.043
H 0.508 2.006 -1.106 -1.048 -0.400 0.302 -1.253
H -1.102 0.971 -1.097 1.374 0.202 -0.165 -0.956
C 4.330 2.213 3.069 0.320 -0.292 -1.691 -1.748
C 3.619 1.146 2.174 1.345 -0.010 1.143 0.617
C 3.605 1.611 0.696 0.318 -0.540 0.562 2.474
C 4.911 2.168 0.278 1.120 0.804 0.037 -0.356
N 5.917 2.726 0.097 -1.613 -1.067 0.038 -0.689
H 4.313 1.949 4.122 -0.225 0.331 0.056 0.461
H 3.868 3.170 2.810 -0.031 0.146 0.696 0.392
H 5.391 2.311 2.723 -0.761 -0.157 0.513 0.442
H 2.616 0.940 2.544 -0.103 0.268 -0.343 -0.206
H 4.180 0.195 2.368 -0.373 0.547 -0.837 -0.121
H 2.873 2.401 0.573 -0.208 0.266 -0.020 -1.005
H 3.274 0.788 0.069 0.229 -0.031 -0.244 -0.252
C -4.634 2.505 -3.492 0.917 -0.759 -1.578 -1.328
C -3.208 2.592 -2.992 1.108 -1.802 2.036 1.522
C -2.292 3.716 -3.485 -2.222 -0.240 -1.181 1.075
C -2.960 5.015 -3.594 -0.648 0.773 -0.101 0.095
N -3.510 6.026 -3.689 0.465 -0.772 0.141 -0.570
H -5.041 1.460 -3.408 0.351 1.108 -0.207 0.267
H -4.580 2.831 -4.555 -0.545 -0.536 0.453 0.472
H -5.259 3.191 -2.984 -0.765 0.653 0.577 0.372
H -2.652 1.623 -3.145 -0.464 0.800 -0.554 -0.868
H -3.157 2.554 -1.884 -0.429 0.538 -0.267 -0.412
H -1.986 3.425 -4.480 0.523 0.231 -0.309 -0.241
H -1.492 3.844 -2.834 1.771 0.002 0.988 -0.377
C 5.085 -2.134 -0.446 -0.431 -0.873 1.456 -0.822
C 5.617 -3.113 -1.435 1.601 -0.835 0.222 -0.581
C 5.490 -4.600 -0.904 -0.188 1.541 -0.399 -0.211
C 6.245 -4.774 0.340 -1.209 0.430 -2.635 0.236
N 6.999 -4.722 1.178 1.532 -0.190 2.355 -0.463
H 4.017 -2.355 -0.314 0.032 0.372 0.124 0.103
H 5.215 -1.139 -0.787 0.012 1.068 -0.275 0.246
H 5.571 -2.243 0.547 -0.210 0.148 -0.529 0.462
H 6.695 -2.909 -1.636 -0.669 -0.180 0.082 0.377
H 5.086 -2.956 -2.365 -0.147 -0.479 -0.340 0.238
H 5.863 -5.268 -1.669 -0.101 -0.415 -0.002 0.375
H 4.438 -4.741 -0.706 -0.337 -0.504 -0.076 0.024
C 2.292 -2.768 -4.427 0.526 1.421 0.250 -0.191
O 3.137 -1.896 -4.217 -0.263 -0.829 -0.348 -0.496
N 1.104 -2.773 -3.787 0.735 -0.610 -0.476 0.561
C 0.293 -3.953 -3.953 -0.691 -1.406 0.226 -0.653
C 0.906 -1.780 -2.736 -0.231 0.173 -0.602 -0.063
H 2.412 -3.573 -5.181 0.051 0.237 0.295 0.307
H 0.153 -4.480 -2.984 -0.354 0.468 -0.532 0.167
H 0.776 -4.724 -4.590 0.259 0.704 0.337 0.439
H -0.654 -3.794 -4.503 0.107 0.315 0.687 0.147
H 1.119 -0.795 -3.154 -0.221 0.059 -0.096 -0.207
H -0.118 -1.824 -2.388 -0.204 0.006 0.104 -0.407
H 1.595 -1.863 -1.906 0.206 -0.473 0.277 0.522
C -1.281 -5.897 -0.428 1.549 0.737 -1.517 -0.385
O -0.334 -5.891 -1.245 -1.434 0.078 1.444 -0.612
N -1.694 -4.870 0.335 1.684 1.037 -0.779 0.834
C -2.842 -5.084 1.148 -1.019 0.434 0.368 -1.037
C -1.033 -3.515 0.287 -2.668 -0.269 -0.129 -0.327
H -1.908 -6.780 -0.288 -0.043 -0.324 -0.010 0.389
H -2.582 -5.539 2.111 -0.165 0.119 -0.040 0.188
H -3.487 -5.758 0.565 -0.277 0.303 0.660 0.451
H -3.348 -4.106 1.327 0.151 -0.842 -0.159 0.255
H -1.692 -2.769 -0.268 0.797 -0.997 0.539 0.322
H -0.909 -3.136 1.296 0.128 -0.095 0.173 0.053
H -0.112 -3.624 -0.206 1.188 -0.061 -0.606 -0.093
C -2.789 -0.227 3.760 -0.559 -0.558 0.615 0.258
O -3.264 0.764 3.267 -0.367 1.395 -0.803 -0.749
N -3.326 -0.830 4.832 0.746 -0.945 -0.022 0.167
C -4.481 -0.249 5.473 0.512 0.718 0.075 -0.923
C -2.679 -2.056 5.326 0.302 1.352 -0.100 -0.830
H -1.923 -0.729 3.355 0.669 -0.293 -0.208 0.331
H -5.360 -0.317 4.820 -0.078 -0.424 0.483 0.222
H -4.312 0.842 5.569 -0.038 -0.516 0.250 0.273
H -4.537 -0.731 6.460 -0.620 0.316 -0.408 0.419
H -3.385 -2.763 5.689 -0.751 -0.654 -0.068 0.441
H -2.092 -2.430 4.502 0.171 -0.532 -0.010 0.097
H -1.999 -1.849 6.148 0.177 0.154 0.143 0.315
C -0.203 5.947 4.528 1.556 1.947 -1.245 -0.008
O 0.577 6.426 3.693 -0.536 -0.492 0.306 -0.574
N 0.046 4.831 5.199 0.369 -1.332 -0.148 0.205
C -1.012 4.119 5.894 -0.861 0.280 -0.622 -0.908
C 1.296 4.054 4.969 -0.122 0.214 1.922 -0.864
H -1.050 6.597 4.805 -0.388 -0.835 0.282 0.416
H -1.315 3.252 5.305 0.018 -0.139 -0.083 0.295
H -1.923 4.764 5.952 0.871 -0.406 0.304 0.311
H -0.687 3.735 6.854 0.019 0.296 0.301 0.287
H 1.216 3.148 4.405 -0.732 -0.356 -0.931 0.247
H 2.146 4.627 4.585 -0.580 0.241 0.234 0.270
H 1.508 3.645 5.982 0.387 0.448 -0.490 0.335
C 1.840 5.158 -0.401 1.826 -1.700 -0.620 -0.273
O 1.354 4.100 -0.800 -0.525 0.238 -0.125 -0.229
N 1.190 6.240 -0.031 -0.703 0.799 0.364 0.189
C 1.868 7.293 0.671 -0.224 1.194 0.656 -0.886
C -0.249 6.273 0.107 0.036 -0.536 -0.339 -0.586
H 2.983 5.171 -0.367 -1.161 0.699 0.242 0.324
H 2.848 6.910 0.853 0.987 0.508 -0.015 0.369
H 1.440 7.519 1.662 -0.162 -0.717 -0.220 0.281
H 1.810 8.288 0.180 0.431 -0.779 -0.312 0.276
H -0.618 7.233 -0.187 -0.104 0.811 0.257 0.488
H -0.737 5.600 -0.570 0.032 -0.706 -0.301 -0.097
H -0.487 6.007 1.126 -0.381 0.183 0.344 0.170
C -3.150 -1.391 -2.805 0.163 0.529 -0.097 -0.018
O -2.625 -1.203 -1.701 -0.473 -0.347 -0.801 -0.126
N -3.653 -2.525 -3.315 -0.917 -0.400 -1.178 0.553
C -4.289 -2.485 -4.713 -0.515 -0.195 2.202 -0.828
C -3.806 -3.726 -2.469 1.034 1.341 0.884 -0.658
H -3.265 -0.577 -3.555 0.249 0.024 0.376 -0.427
H -3.866 -3.264 -5.335 0.175 -0.124 -0.049 0.292
H -4.089 -1.501 -5.160 -0.292 -0.400 0.213 0.285
H -5.396 -2.689 -4.581 1.228 0.423 -0.314 0.274
H -4.826 -4.094 -2.450 -0.085 -0.108 -0.313 0.404
H -3.050 -4.474 -2.734 -0.368 -0.088 -0.059 0.269
H -3.570 -3.354 -1.437 -0.240 -0.549 -0.817 -0.188
C 0.893 -3.811 3.256 0.321 -0.481 0.068 0.224
O 0.452 -3.617 4.373 -0.221 0.300 0.137 -0.713
N 1.163 -5.053 2.791 0.189 0.795 -1.394 0.290
C 1.653 -5.327 1.470 1.721 0.767 -1.583 -0.719
C 0.918 -6.190 3.572 -1.024 -1.430 -0.235 -1.189
H 1.151 -3.001 2.559 -0.025 0.027 -0.109 0.378
H 1.051 -5.886 0.747 -0.793 0.215 0.578 0.367
H 2.586 -5.943 1.462 -0.350 0.591 0.556 0.491
H 1.911 -4.365 0.964 -0.190 -0.638 0.383 -0.129
H 1.570 -6.981 3.223 0.208 -0.214 0.242 0.379
H 1.049 -5.979 4.593 0.317 0.186 1.364 0.354
H -0.112 -6.550 3.449 -0.021 -0.021 0.005 0.256
C 1.661 2.852 -4.339 -1.067 0.217 -0.566 0.120
O 1.190 2.999 -5.486 1.324 -0.068 1.706 -0.729
N 2.744 2.101 -4.020 -1.656 1.008 0.506 0.219
C 3.493 1.428 -5.009 -1.795 1.050 -2.413 -1.194
C 3.058 1.782 -2.665 -0.057 -0.531 1.314 -0.409
H 1.136 3.352 -3.459 0.815 -0.618 -0.638 0.401
H 4.483 1.450 -4.737 2.400 -0.496 0.751 0.522
H 3.430 2.065 -5.924 -0.127 -0.870 0.350 0.342
H 3.083 0.438 -5.157 0.337 -0.400 -0.291 0.231
H 2.300 2.208 -2.000 0.268 0.047 -0.121 -0.476
H 3.101 0.676 -2.465 -0.104 0.804 -0.487 0.212
H 4.026 2.202 -2.388 0.099 -0.017 0.065 0.456
```
Forces are in eV/Å.